[1]
Computed, not measured: a molecular structure, C56H62F10IrN3Si2 at a distorted geometry, with wB97M-V/def2-TZVPD.

The energy above the lowest of the compared OMol25 structures with the same formula, charge and spin comes out at 2.080 eV. The net charge is -1. Its expectation value of S² is 0.82. Its spin multiplicity is 2.

Geometry (Å):
Ir 1.3457 0.5642 0.1717
C -1.8190 2.8374 -3.5786
C -0.4019 2.2781 -3.3878
C 0.5633 3.1046 -4.2540
C -0.3910 0.8153 -3.7756
C -0.5055 0.5663 -5.1425
C -0.6202 -0.7098 -5.6526
C -0.6001 -1.7697 -4.7704
C -0.4829 -1.5850 -3.3964
C -0.4219 -2.8768 -2.5820
C 0.7069 -3.7938 -3.0914
C -1.7512 -3.6483 -2.6461
C -0.4015 -0.2643 -2.8556
N -0.3437 -0.0969 -1.4241
C -1.3202 -0.6866 -0.7334
C -1.1424 -1.3439 0.5272
N -0.0393 -1.2666 1.2389
C 0.1981 -2.1970 2.3170
C 0.8254 -3.4247 1.9845
C 1.2760 -4.2665 2.9937
C 1.1017 -3.9504 4.3268
C 0.3726 -2.8244 4.6516
C -0.1001 -1.9406 3.6797
C -0.9723 -0.8009 4.1846
C -0.4805 -0.2626 5.5405
C -2.4322 -1.2341 4.3886
C 0.9647 -3.9185 0.5496
C 2.2465 -4.7330 0.3145
C -0.2433 -4.7957 0.1843
C -2.4059 -2.1038 0.7977
C -2.7859 -3.0797 1.6803
C -4.1072 -3.5975 1.6029
C -5.0196 -3.1633 0.6774
C -4.6393 -2.1908 -0.2855
C -5.4188 -1.6989 -1.3694
C -4.8423 -0.8629 -2.2891
C -3.4792 -0.4648 -2.2238
C -2.7220 -0.8764 -1.1584
C -3.3376 -1.7090 -0.1911
H -1.8423 3.9077 -3.3559
H -2.5357 2.3330 -2.9309
H -2.1393 2.6950 -4.6158
H -0.1111 2.3709 -2.3381
H 0.1650 3.2568 -5.2620
H 1.5322 2.6146 -4.3476
H 0.7236 4.0877 -3.8134
H -0.5298 1.4056 -5.8301
H -0.7372 -0.8747 -6.7188
H -0.6755 -2.7811 -5.1603
H -0.2124 -2.6285 -1.5462
H 0.3648 -4.4264 -3.9179
H 1.0556 -4.4479 -2.2860
H 1.5611 -3.2180 -3.4395
H -2.0274 -3.8478 -3.6872
H -2.5656 -3.0915 -2.1825
H -1.6561 -4.6083 -2.1300
H 1.7830 -5.1880 2.7297
H 1.5098 -4.5893 5.1033
H 0.1717 -2.6222 5.6971
H -0.9503 -0.0103 3.4475
H -0.8523 -0.8815 6.3628
H -0.8532 0.7519 5.7043
H 0.6068 -0.2356 5.5927
H -2.4726 -2.1661 4.9624
H -2.9480 -1.3854 3.4483
H -2.9750 -0.4617 4.9459
H 0.9959 -3.0516 -0.1067
H 2.1178 -5.7764 0.6187
H 3.0933 -4.3061 0.8535
H 2.4952 -4.7213 -0.7499
H -0.4156 -5.5396 0.9690
H -0.0502 -5.3287 -0.7533
H -1.1497 -4.2079 0.0643
H -2.0968 -3.4860 2.4096
H -4.3963 -4.3721 2.3054
H -6.0187 -3.5865 0.6491
H -6.4514 -2.0140 -1.4732
H -5.4392 -0.5076 -3.1234
H -3.0556 0.1267 -3.0264
C 1.3246 1.4389 3.6537
Si 0.0474 2.6051 2.9567
C -1.8079 2.2641 3.0552
C 0.2456 4.1719 4.0068
C 0.4281 2.8360 1.1579
C 1.8350 3.2919 0.9754
C 2.2809 4.5903 1.2860
C 3.6111 4.9157 1.1155
C 4.4855 3.9678 0.5901
C 3.9823 2.7269 0.2715
N 2.7090 2.3922 0.4939
Si -0.8113 3.8892 0.2635
C -1.5438 5.3473 1.2451
C -2.3287 2.8628 -0.1449
C -0.0030 4.7916 -1.1745
H 1.4769 1.5828 4.7295
H 2.2850 1.6326 3.1622
H 1.0834 0.3889 3.4816
H -2.1393 1.9782 4.0583
H -2.1247 1.4881 2.3495
H -2.3375 3.1857 2.7938
H -0.0777 3.9791 5.0388
H -0.3636 4.9999 3.6198
H 1.2909 4.5061 4.0441
H 1.5668 5.3097 1.6713
H 3.9719 5.9059 1.3746
H 5.5300 4.1919 0.4263
H 4.6115 1.9853 -0.1981
H -2.1642 5.0127 2.0849
H -2.1872 5.9389 0.5795
H -0.7750 6.0210 1.6456
H -2.9706 2.7900 0.7395
H -2.0631 1.8463 -0.4527
H -2.9221 3.3278 -0.9381
H 0.4581 5.7224 -0.8238
H -0.7322 5.0629 -1.9464
H 0.7889 4.1949 -1.6403
F 2.6437 2.8782 -1.9823
C 2.8787 1.6164 -2.3874
C 2.3914 0.5411 -1.6780
C 2.7081 -0.6963 -2.2171
F 2.2888 -1.8139 -1.6193
C 3.4442 -0.8621 -3.3699
F 3.7184 -2.0768 -3.8502
C 3.8997 0.2470 -4.0495
F 4.6050 0.1125 -5.1678
C 3.6165 1.4942 -3.5493
F 4.0410 2.5790 -4.2012
F 2.8580 -1.9113 0.6765
C 2.9308 -0.6474 1.1856
F 2.7807 -0.8402 2.5182
C 4.4194 -0.3187 1.0452
F 4.7572 0.7508 1.7848
F 4.7701 -0.0787 -0.2296
F 5.1948 -1.3331 1.4670

Forces on atoms 1 to 6 (eV/Å):
Ir 3.69 1.05 -0.60
C 0.01 -0.01 0.14
C 0.03 0.11 -0.07
C 0.06 -0.07 0.09
C -0.09 -0.18 0.21
C 0.04 -0.05 -0.05

---

[2]
Computed, not measured: a molecular structure, C56H66Cl5NO3P3SiY at a distorted geometry, with wB97M-V/def2-TZVPD.

The energy above the lowest of the compared OMol25 structures with the same formula, charge and spin comes out at 0.584 eV. The net charge is 0.

Geometry (Å):
Y 0.5423 -0.3054 0.2217
C -2.5042 3.9614 -2.4490
C -2.4960 2.6061 -1.7460
C -3.1626 2.7647 -0.3790
P -0.8348 1.7449 -1.5990
C -0.7418 0.9273 -3.2817
C 0.4475 -0.0231 -3.4513
C -0.9476 1.7333 -4.5624
C 0.3334 3.1630 -1.3231
C 0.6987 4.0233 -2.3651
C 1.6114 5.0484 -2.1665
C 2.1755 5.2337 -0.9101
C 1.8168 4.3942 0.1360
C 0.8986 3.3471 -0.0319
Si 0.5183 2.1045 1.3903
C -1.0302 2.8907 2.1899
C -1.1861 4.2842 2.2446
C -2.2833 4.8706 2.8566
C -3.2640 4.0648 3.4241
C -3.1376 2.6852 3.3692
C -2.0321 2.0854 2.7541
P -1.7994 0.2644 2.6624
C -1.9825 -0.3135 4.4211
C -3.3410 -0.3363 5.1194
C -0.9556 0.4706 5.2539
C -3.2505 -0.3902 1.6812
C -4.6292 0.2463 1.8254
C -3.3040 -1.9108 1.8803
C 1.7392 2.2218 2.8971
C 1.6225 3.2751 3.8209
C 2.2593 3.2561 5.0540
C 3.0087 2.1472 5.4253
C 3.1580 1.0990 4.5319
C 2.5621 1.1322 3.2644
P 2.8777 -0.1773 2.0144
C 4.7119 -0.0555 1.7097
C 4.9943 1.2378 0.9328
C 5.6678 -0.0979 2.8995
C 2.5484 -1.8431 2.8124
C 3.6918 -2.5802 3.5041
C 1.3322 -1.7590 3.7328
H -3.5374 4.3178 -2.4989
H -2.1109 3.9370 -3.4642
H -1.9281 4.6928 -1.8798
H -3.0880 1.8922 -2.3277
H -2.6449 3.5207 0.2121
H -3.1505 1.8366 0.1883
H -4.2025 3.0864 -0.4975
H -1.6189 0.2840 -3.1486
H 1.3464 0.5126 -3.7571
H 0.2153 -0.7592 -4.2220
H 0.6489 -0.5840 -2.5406
H -0.1290 2.4346 -4.7398
H -1.8921 2.2777 -4.5732
H -0.9653 1.0360 -5.4066
H 0.2768 3.8793 -3.3518
H 1.8813 5.6994 -2.9907
H 2.8986 6.0262 -0.7510
H 2.2790 4.5376 1.1114
H -0.4360 4.9232 1.7846
H -2.3788 5.9503 2.8881
H -4.1289 4.5092 3.9036
H -3.9217 2.0750 3.7971
H -1.6302 -1.3478 4.3528
H -3.6839 0.6684 5.3735
H -3.2388 -0.8878 6.0593
H -4.1151 -0.8305 4.5328
H -1.2805 1.5054 5.3853
H 0.0296 0.4957 4.7771
H -0.8460 0.0196 6.2444
H -2.9155 -0.2191 0.6531
H -5.0791 0.0388 2.7995
H -5.2942 -0.1690 1.0603
H -4.6006 1.3262 1.6867
H -3.6597 -2.1691 2.8802
H -2.3194 -2.3646 1.7475
H -3.9902 -2.3627 1.1577
H 0.9885 4.1231 3.5842
H 2.1488 4.0927 5.7343
H 3.4743 2.1002 6.4035
H 3.7355 0.2316 4.8311
H 4.9131 -0.9112 1.0569
H 4.8077 2.1076 1.5710
H 4.3785 1.3368 0.0465
H 6.0425 1.2650 0.6210
H 5.5674 0.8001 3.5086
H 6.6890 -0.1149 2.5088
H 5.5446 -0.9693 3.5364
H 2.2690 -2.4363 1.9386
H 4.0036 -2.0815 4.4254
H 4.5579 -2.6988 2.8499
H 3.3479 -3.5832 3.7771
H 1.5699 -1.2110 4.6465
H 1.0073 -2.7675 4.0079
H 0.4821 -1.2656 3.2611
Cl 6.6606 -0.6906 -4.3717
C 5.3990 -0.9324 -3.1973
C 4.5434 0.1086 -2.8861
C 3.5394 -0.1264 -1.9673
Cl 2.5093 1.1785 -1.4437
C 3.2950 -1.3655 -1.3518
O 2.3090 -1.5485 -0.5384
C 4.2574 -2.3562 -1.6464
Cl 4.1777 -3.8529 -0.7647
C 5.2738 -2.1585 -2.5609
H 4.6630 1.0879 -3.3344
H 5.9809 -2.9521 -2.7662
Cl -1.6838 -1.9193 -5.9022
C -3.1171 -2.8769 -5.7197
C -4.0493 -2.7952 -6.7442
C -5.2852 -3.4011 -6.6262
C -5.5944 -4.0813 -5.4602
C -4.6490 -4.1825 -4.4620
Cl -5.0838 -5.0534 -3.0157
C -3.3590 -3.6197 -4.5551
N -2.4902 -3.7657 -3.4804
C -1.1404 -4.1719 -3.4573
C -0.4944 -4.6384 -4.6018
C 0.8470 -4.9839 -4.5681
C 1.5607 -4.8979 -3.3800
C 0.8935 -4.5260 -2.2233
C -0.4529 -4.1812 -2.2336
C -1.1300 -3.8809 -0.9077
C -0.7513 -2.5327 -0.3428
O -0.9970 -1.4847 -1.0184
O -0.1894 -2.4542 0.7904
H -3.7986 -2.2160 -7.6233
H -6.0094 -3.3284 -7.4274
H -6.5628 -4.5444 -5.3223
H -2.9754 -3.9166 -2.6195
H -1.0563 -4.7478 -5.5213
H 1.3296 -5.3314 -5.4739
H 2.6164 -5.1421 -3.3460
H 1.4290 -4.4933 -1.2786
H -0.8504 -4.6293 -0.1720
H -2.2158 -3.8939 -0.9979

Forces on atoms 1 to 6 (eV/Å):
Y 0.48 -1.29 -0.57
C 0.00 0.02 -0.04
C -0.06 -0.20 0.23
C 0.03 -0.01 -0.06
P 0.18 0.49 0.16
C 0.16 0.03 0.02